The following is a DFT calculation (ωB97M-V/def2-TZVPD) of a cluster of 10 separate species, C28H82N14O10 in total at a distorted geometry.

## Properties
relative energy (zero: lowest compared OMol25 entry of this formula, charge and spin) = 210.7 kJ/mol
max |F| = 0.136 hartree/bohr
orbital gap (spin up / spin down) = 1.5 / 8.9 eV
HOMO level (spin up / spin down) = 0.6 / -6.9 eV
LUMO (spin up / spin down) = 2.11 / 2.07 eV
charge = -1
2S+1 = 2

Last columns: bonded neighbours and bond lengths (Å).
Cartesian coordinates (Å):
1 C 4.31748 -2.68255 0.02509  O2 1.213, N3 1.280, N4 1.344
2 O 5.45327 -2.95585 -0.29966  C1 1.213
3 N 3.31664 -2.27000 -0.65841  C1 1.280, H5 1.010, H6 1.010
4 N 3.99081 -2.67798 1.32879  C1 1.344, H7 1.010, H8 1.010
5 H 3.34349 -2.29512 -1.66775  N3 1.010
6 H 2.41343 -2.01478 -0.28537  N3 1.010
7 H 3.00644 -2.67378 1.55486  N4 1.010
8 H 4.70452 -2.70269 2.04301  N4 1.010
9 C -1.57478 0.67040 -5.39863  O10 1.204, N11 1.258, N12 1.301
10 O -1.19171 -0.24538 -6.07973  C9 1.204
11 N -2.73254 0.71503 -4.90950  C9 1.258, H13 1.010, H14 1.010
12 N -0.87150 1.68436 -4.98630  C9 1.301, H15 1.010, H16 1.010
13 H -2.82297 1.49919 -4.27942  N11 1.010
14 H -3.49508 0.21680 -5.34586  N11 1.010
15 H -1.31064 2.33425 -4.34999  N12 1.010
16 H 0.02201 1.99503 -5.34016  N12 1.010
17 C 2.31374 0.53479 -6.08622  O18 1.254, N19 1.297, N20 1.338
18 O 1.55618 1.43634 -6.51677  C17 1.254
19 N 1.91888 -0.38629 -5.26287  C17 1.297, H21 1.010, H22 1.010
20 N 3.64317 0.45599 -6.21177  C17 1.338, H23 1.010, H24 1.010
21 H 0.95698 -0.52650 -4.98866  N19 1.010
22 H 2.46922 -1.06250 -4.75301  N19 1.010
23 H 3.95606 1.06409 -6.95501  N20 1.010
24 H 4.01316 -0.42339 -5.88024  N20 1.010
25 C 2.71505 -0.47172 4.42044  O26 1.202, N27 1.328, N28 1.331
26 O 2.31773 -0.66233 3.30179  C25 1.202
27 N 3.96009 -0.57514 4.86958  C25 1.328, H29 1.010, H30 1.010
28 N 1.96488 -0.12292 5.46348  C25 1.331, H31 1.010, H32 1.010
29 H 4.19005 -0.31950 5.81925  N27 1.010
30 H 4.69279 -0.82572 4.22114  N27 1.010
31 H 2.50156 -0.18053 6.31715  N28 1.010
32 H 0.95683 -0.16502 5.51007  N28 1.010
33 C 0.68982 3.65725 1.69019  C34 1.494, H39 1.090, H40 1.090, H41 1.090
34 C 1.53035 4.87980 1.51224  C33 1.494, C35 1.543, N38 1.427, H42 1.090
35 C 0.73616 6.12164 1.05552  C34 1.543, O36 1.406, H43 1.090, H44 1.090
36 O 1.59115 7.23538 0.99062  C35 1.406, C37 1.380
37 C 0.87835 8.41661 0.95143  O36 1.380, H45 1.090, H46 1.090, H47 1.090
38 N 2.14253 5.13379 2.77637  C34 1.427, H48 1.010, H49 1.010
39 H 1.34362 2.81149 1.90309  C33 1.090
40 H 0.10433 3.50188 0.78402  C33 1.090
41 H -0.08827 3.39497 2.40706  C33 1.090
42 H 2.25704 4.88121 0.69982  C34 1.090
43 H -0.08151 6.32020 1.74841  C35 1.090
44 H 0.17218 6.04221 0.12616  C35 1.090
45 H 1.76669 9.04822 0.95528  C37 1.090
46 H 0.54463 8.63498 1.96585  C37 1.090
47 H 0.09888 8.64122 0.22336  C37 1.090
48 H 1.45438 5.22958 3.50943  N38 1.010
49 H 2.51909 6.06952 2.72431  N38 1.010
50 C -0.01678 -4.88337 4.94460  C51 1.546, H56 1.090, H57 1.090, H58 1.090
51 C -0.13764 -4.36972 3.49159  C50 1.546, C52 1.522, N55 1.474, H59 1.090
52 C 0.57473 -5.13546 2.38558  C51 1.522, O53 1.383, H60 1.090, H61 1.090
53 O 0.72996 -4.26573 1.32167  C52 1.383, C54 1.383
54 C 1.11502 -4.77043 0.09299  O53 1.383, H62 1.090, H63 1.090, H64 1.090
55 N -1.53222 -4.01437 3.17308  C51 1.474, H65 1.010, H66 1.010
56 H 0.95262 -5.00224 5.42857  C50 1.090
57 H -0.56387 -5.80211 5.15605  C50 1.090
58 H -0.47975 -4.09684 5.54051  C50 1.090
59 H 0.28636 -3.36562 3.48223  C51 1.090
60 H 0.18392 -6.15011 2.30909  C52 1.090
61 H 1.61372 -5.20595 2.70750  C52 1.090
62 H 0.41422 -5.59343 -0.04722  C54 1.090
63 H 2.17758 -4.97746 -0.03438  C54 1.090
64 H 0.80401 -4.09007 -0.69977  C54 1.090
65 H -1.48389 -3.60590 2.25063  N55 1.010
66 H -1.93292 -4.93917 3.10755  N55 1.010
67 C 4.23616 3.56027 -1.27110  C68 1.578, H73 1.090, H74 1.090, H75 1.090
68 C 4.61561 4.98778 -1.82585  C67 1.578, C69 1.581, N72 1.523, H76 1.090
69 C 4.99326 5.89432 -0.58729  C68 1.581, O70 1.427, H77 1.090, H78 1.090
70 O 5.30898 7.25307 -0.88882  C69 1.427, C71 1.430
71 C 4.17854 7.99742 -1.35078  O70 1.430, H79 1.090, H80 1.090, H81 1.090
72 N 5.86871 4.86004 -2.68195  C68 1.523, H82 1.010, H83 1.010
73 H 4.13091 2.79796 -2.04305  C67 1.090
74 H 3.34166 3.47441 -0.65416  C67 1.090
75 H 5.03049 3.21869 -0.60744  C67 1.090
76 H 3.71535 5.49824 -2.16796  C68 1.090
77 H 5.87357 5.46445 -0.10942  C69 1.090
78 H 4.25665 5.93073 0.21532  C69 1.090
79 H 3.98148 7.84433 -2.41183  C71 1.090
80 H 4.47124 9.04732 -1.33867  C71 1.090
81 H 3.28812 7.70277 -0.79541  C71 1.090
82 H 6.65976 4.68381 -2.07922  N72 1.010
83 H 6.07776 5.71915 -3.17014  N72 1.010
84 C -7.62062 -3.11440 0.27254  C85 1.507, H90 1.090, H91 1.090, H92 1.090
85 C -8.07574 -1.76245 -0.21387  C84 1.507, C86 1.575, N89 1.452, H93 1.090
86 C -6.95691 -0.65850 -0.11710  C85 1.575, O87 1.409, H94 1.090, H95 1.090
87 O -5.69471 -1.07230 -0.58563  C86 1.409, C88 1.461
88 C -4.66076 -0.04203 -0.53427  O87 1.461, H96 1.090, H97 1.090, H98 1.090
89 N -8.65573 -1.78380 -1.54496  C85 1.452, H99 1.010, H100 1.010
90 H -8.47610 -3.78204 0.37506  C84 1.090
91 H -7.13213 -3.15642 1.24604  C84 1.090
92 H -6.95119 -3.49902 -0.49690  C84 1.090
93 H -8.93073 -1.46281 0.39219  C85 1.090
94 H -6.82191 -0.33399 0.91468  C86 1.090
95 H -7.28589 0.19947 -0.70340  C86 1.090
96 H -3.64715 -0.41452 -0.68242  C88 1.090
97 H -4.94187 0.63792 0.26994  C88 1.090
98 H -4.79565 0.61281 -1.39513  C88 1.090
99 H -9.32068 -1.02361 -1.55075  N89 1.010
100 H -9.21153 -2.62596 -1.58914  N89 1.010
101 C -2.37024 -3.39704 -0.35129  C102 1.504, H107 1.090, H108 1.090, H109 1.090
102 C -3.63572 -3.99236 0.20269  C101 1.504, C103 1.566, N106 1.465, H110 1.090
103 C -3.70390 -5.52943 0.49187  C102 1.566, O104 1.431, H111 1.090, H112 1.090
104 O -2.86907 -5.88648 1.59742  C103 1.431, C105 1.441
105 C -2.85086 -7.29249 1.91380  O104 1.441, H113 1.090, H114 1.090, H115 1.090
106 N -4.04079 -3.12853 1.31500  C102 1.465, H116 1.010, H117 1.010
107 H -1.42383 -3.62184 0.14051  C101 1.090
108 H -2.45725 -2.32120 -0.50328  C101 1.090
109 H -2.28462 -3.82816 -1.34874  C101 1.090
110 H -4.35436 -3.68093 -0.55537  C102 1.090
111 H -3.66233 -6.22779 -0.34400  C103 1.090
112 H -4.69762 -5.71407 0.89994  C103 1.090
113 H -1.82214 -7.54814 1.65992  C105 1.090
114 H -3.57967 -7.85366 1.32897  C105 1.090
115 H -2.95320 -7.49970 2.97903  C105 1.090
116 H -3.52654 -3.54816 2.07629  N106 1.010
117 H -3.75657 -2.19118 1.06867  N106 1.010
118 C -0.75622 0.22010 0.40096  C119 1.531, H124 1.090, H125 1.090, H126 1.090
119 C 0.58936 -0.37805 -0.01808  C118 1.531, C120 1.554, N123 1.414, H127 1.090
120 C 1.74268 0.62744 -0.28701  C119 1.554, O121 1.409, H128 1.090, H129 1.090
121 O 1.45053 1.73244 -1.11034  C120 1.409, C122 1.388
122 C 1.12887 1.43658 -2.42746  O121 1.388, H130 1.090, H131 1.090, H132 1.090
123 N 1.10387 -1.37701 0.84017  C119 1.414, H133 1.010, H134 1.010
124 H -0.52305 1.07346 1.03775  C118 1.090
125 H -1.34628 -0.42116 1.05571  C118 1.090
126 H -1.37744 0.56277 -0.42655  C118 1.090
127 H 0.37034 -0.88048 -0.96025  C119 1.090
128 H 2.45530 0.04022 -0.86618  C120 1.090
129 H 2.30421 0.82646 0.62579  C120 1.090
130 H 1.76859 0.71077 -2.92949  C122 1.090
131 H 1.21275 2.35913 -3.00190  C122 1.090
132 H 0.12069 1.11031 -2.68279  C122 1.090
133 H 0.42597 -2.12344 0.89840  N123 1.010
134 H 1.40978 -1.02996 1.73798  N123 1.010